The following is a DFT calculation (wB97M-V/def2-TZVPD) of a structure of composition C34H36IN4O3Pt.

Values from the calculation:
HOMO ... -10.70 eV
Energy above the lowest of the compared OMol25 structures with the same formula, charge and spin ... 0.00 kJ/mol
HOMO-LUMO gap ... 0.2712 Ha
Strongest force on any atom ... 0.9 eV/Å

Geometry as ORCA input:
```
! wB97M-V def2-TZVPD RIJCOSX def2/J DEFGRID3
* xyz 1 1
Pt 0.32 1.15 -0.02
C -2.88 1.99 -3.45
C -2.88 2.89 -2.26
N -3.69 3.91 -2.24
C -3.74 4.72 -1.16
C -2.97 4.53 -0.05
C -3.14 5.43 1.15
O -3.69 4.74 2.27
C -2.06 3.43 -0.04
C -1.34 3.18 1.17
N -0.58 2.18 1.47
C -0.14 2.12 2.83
C -0.95 2.59 3.86
C -0.49 2.59 5.17
C 0.77 2.10 5.48
C 1.56 1.57 4.47
C 1.09 1.58 3.17
I 2.18 0.68 1.65
C -1.98 2.60 -1.17
O -1.15 1.61 -1.33
H -3.60 2.36 -4.17
H -3.16 0.98 -3.14
H -1.89 1.93 -3.90
H -4.45 5.54 -1.21
H -3.77 6.28 0.88
H -2.18 5.83 1.48
H -4.30 4.06 1.93
H -1.50 3.91 1.96
H -1.95 2.95 3.65
H -1.13 2.96 5.96
H 1.12 2.09 6.50
H 2.53 1.15 4.70
C 1.08 2.57 -3.24
C 2.40 2.11 -2.69
C 3.55 2.85 -2.96
C 4.79 2.45 -2.48
C 4.90 1.28 -1.75
C 3.78 0.49 -1.49
C 3.96 -0.83 -0.78
C 2.53 0.95 -1.94
N 1.36 0.17 -1.57
C 1.19 -0.95 -2.18
C 1.98 -1.32 -3.40
C 0.20 -2.01 -1.75
C 0.59 -3.44 -2.03
N -0.91 -1.65 -1.26
C -1.94 -2.63 -1.12
C -2.27 -3.26 0.09
C -1.45 -3.14 1.36
C -3.35 -4.14 0.11
C -4.09 -4.39 -1.03
C -3.74 -3.78 -2.22
C -2.66 -2.91 -2.29
C -2.24 -2.35 -3.62
H 1.22 3.43 -3.89
H 0.40 2.85 -2.43
H 0.59 1.78 -3.81
H 3.47 3.75 -3.55
H 5.67 3.04 -2.68
H 5.86 0.95 -1.39
H 4.85 -0.80 -0.15
H 4.12 -1.64 -1.50
H 3.11 -1.13 -0.17
H 2.50 -0.47 -3.82
H 1.30 -1.74 -4.14
H 2.70 -2.10 -3.16
H 0.34 -3.72 -3.05
H 0.05 -4.10 -1.36
H 1.66 -3.60 -1.89
H -0.56 -3.77 1.31
H -2.06 -3.52 2.18
H -1.74 -1.33 2.02
H -3.61 -4.63 1.04
H -4.94 -5.07 -0.99
H -4.30 -3.99 -3.12
H -3.06 -2.37 -4.33
H -1.42 -2.93 -4.05
H -1.89 -1.32 -3.53
O -1.00 -1.84 1.66
*
```